[1]
# C4H8N3

A 2-piece molecular cluster, C4H8N3 overall at a distorted geometry (ωB97M-V with the def2-TZVPD basis set, the Open Molecules 2025 dataset).

Calculated values
Energy above the lowest of the compared OMol25 structures with the same formula, charge and spin ... 505.3 kJ/mol
Energy ... -321.098861 hartree
Net charge ... +1
LUMO energy ... -0.1215 hartree
Largest force on an atom ... 4.803 eV/Å
Kohn-Sham gap ... 10.76 eV

```
15
Properties=species:S:1:pos:R:3:forces:R:3:mulliken_charge:R:1
C -1.6125 0.2433 -2.9453 1.077 0.663 -0.241 -0.13
C 0.3623 0.9282 0.1275 -0.536 0.852 -0.015 0.68
C 0.4031 2.2335 -0.3409 1.302 4.623 -0.045 -0.97
C 0.8449 -2.1307 1.6920 0.532 0.370 0.320 -0.68
N 0.0437 -0.0288 0.6328 -0.257 -3.992 1.672 0.48
N -0.1728 -1.1851 1.2478 1.015 1.604 -0.007 -0.63
N -0.8330 0.7144 -2.2436 -1.094 -0.860 -0.479 -0.27
H -2.1522 -0.0821 -3.8075 -0.415 -0.236 0.178 0.34
H -1.0757 -1.5905 1.2456 -1.137 0.522 -0.539 0.26
H 0.4323 2.3064 -1.4633 0.358 0.076 1.503 0.34
H 1.1239 2.9486 0.2554 -0.361 -1.849 -1.426 0.35
H -0.4596 2.8168 0.0466 -0.368 -0.963 -0.497 0.32
H 1.8591 -1.7171 1.9141 -0.982 -0.214 -0.715 0.34
H 0.7776 -2.9628 1.0167 0.908 -0.389 -0.462 0.28
H 0.4587 -2.4940 2.6220 -0.043 -0.206 0.753 0.30
```
Positions in Å, forces in eV/Å.

***

[2]
# C5H8N

An isolated ion of composition C5H8N and charge +1 at a distorted geometry (ωB97M-V with the def2-TZVPD basis set, the Open Molecules 2025 dataset).

Calculated values
Energy above the lowest of the compared OMol25 structures with the same formula, charge and spin ... 608.1 kJ/mol
SMILES ... [NH3+][C@]12C[C@]13C[C@H]32
Energy ... -249.593526 hartree
Net charge ... +1
LUMO energy ... -0.1364 hartree
Largest force on an atom ... 3.921 eV/Å
Kohn-Sham gap ... 9.90 eV

```
14
Properties=species:S:1:pos:R:3:forces:R:3:mulliken_charge:R:1
C 0.8414 1.2767 -0.5733 -0.825 1.481 1.898 -0.57
C -1.8123 0.3399 0.0139 3.742 -0.622 -0.991 -0.47
C 0.1898 0.1809 -1.3841 -0.875 -0.036 -1.155 0.02
C -0.6331 0.9658 -0.4713 1.569 -1.702 -0.185 0.26
C -0.4559 -0.7885 -0.3870 -1.407 2.337 -0.732 -0.30
N 0.4925 -1.1686 0.6527 0.243 -0.544 3.726 -0.25
H 1.4447 1.1027 0.3690 -0.174 0.241 -1.483 0.10
H 0.9423 2.3083 -1.0001 0.443 -1.208 0.225 0.28
H -2.1525 0.4303 0.9821 -0.735 0.331 2.000 0.32
H -2.4635 0.1572 -0.7515 -1.999 -0.847 -1.445 0.27
H 0.1824 0.0460 -2.4878 0.042 0.133 1.031 0.35
H 1.0401 -1.9703 0.3981 0.981 -0.132 -1.237 0.35
H 0.2164 -1.5826 1.5584 -1.962 -0.172 -0.443 0.38
H 1.0493 -0.4779 1.1685 0.956 0.739 -1.209 0.28
```
Positions in Å, forces in eV/Å.

***

[3]
# C3H6O2

One molecule with the formula C3H6O2 at a distorted geometry (ωB97M-V with the def2-TZVPD basis set, the Open Molecules 2025 dataset).

Calculated values
Energy above the lowest of the compared OMol25 structures with the same formula, charge and spin ... 444.4 kJ/mol
SMILES ... C=C(C)OO
Energy ... -268.235946 hartree
LUMO energy ... 0.0339 hartree
Largest force on an atom ... 5.132 eV/Å
Kohn-Sham gap ... 10.45 eV

```
11
Properties=species:S:1:pos:R:3:forces:R:3:mulliken_charge:R:1
C 0.8803 0.5466 -1.2477 -1.606 -2.373 0.189 -0.75
C 0.3250 -0.0038 -0.1523 0.177 -0.565 -2.105 0.57
C 0.2090 0.4709 1.2720 -3.931 -2.040 -2.592 -1.05
O -1.5500 -1.2650 0.0513 -1.531 -0.396 -0.862 -0.38
O -0.2126 -1.3316 -0.3715 1.613 1.312 0.252 -0.27
H 0.7969 0.0116 -2.2458 0.307 0.935 1.469 0.24
H 1.2971 1.4929 -1.1166 0.876 1.359 -0.274 0.30
H -0.6016 -0.2541 1.5615 0.648 1.117 0.648 0.32
H 1.0508 0.1447 1.7236 2.814 -0.114 2.057 0.34
H -0.1969 1.4559 1.3520 0.464 0.695 0.335 0.34
H -1.9981 -1.2682 -0.8266 0.169 0.070 0.883 0.33
```
Positions in Å, forces in eV/Å.

***

[4]
# C4H6N2O

One molecule with the formula C4H6N2O (ωB97M-V with the def2-TZVPD basis set, the Open Molecules 2025 dataset).

Calculated values
Energy above the lowest of the compared OMol25 structures with the same formula, charge and spin ... 119.8 kJ/mol
SMILES ... O=C1NC[C@H]2CN12
Energy ... -340.749273 hartree
LUMO energy ... 0.0322 hartree
Largest force on an atom ... 0.673 eV/Å
Kohn-Sham gap ... 10.77 eV

```
13
Properties=species:S:1:pos:R:3:forces:R:3:mulliken_charge:R:1
O 1.2947 2.1842 0.5441 0.030 -0.412 -0.184 -0.58
C 0.8227 1.1547 0.1278 0.221 0.108 0.153 0.54
N 1.3341 -0.1105 0.2432 0.112 0.138 0.025 -0.18
C 0.4903 -1.1473 -0.3150 -0.072 -0.050 -0.032 -0.51
C -0.7794 -0.3574 -0.6425 0.025 -0.126 -0.114 0.03
C -1.3921 0.4636 0.4262 -0.180 0.089 0.178 -0.43
N -0.4462 1.0596 -0.5235 0.216 0.303 -0.057 -0.41
H 2.1905 -0.2651 0.7481 -0.073 -0.050 -0.074 0.18
H 0.3447 -1.9791 0.3836 -0.065 0.143 -0.079 0.28
H 0.9071 -1.5456 -1.2492 -0.048 -0.003 0.163 0.29
H -1.3558 -0.6701 -1.5099 0.153 0.175 0.125 0.35
H -2.3475 0.9568 0.3208 -0.330 -0.579 0.096 0.25
H -1.0631 0.2563 1.4463 0.011 0.263 -0.200 0.20
```
Positions in Å, forces in eV/Å.

***

Q: What is the Kohn-Sham gap in the second record?
A: 9.90 eV

***

Q: Which value of energy above the lowest of the compared OMol25 structures with the same formula, charge and spin does entry 1 give?
A: 505.3 kJ/mol